Formula: C8H14N2
Source: the Open Molecules 2025 dataset
Level of theory: wB97M-V/def2-TZVPD

Last column: Löwdin charge in e.
Geometry (Å):
C (-1.1226, 0.7555, 0.0984)  0.132
C (-0.5011, -0.8479, 1.5565)  -0.010
C (-2.1151, 0.5405, 1.0356)  -0.244
C (1.2954, -0.1800, -0.1041)  -0.321
C (1.2890, -0.2231, -1.5359)  0.066
C (-3.4304, 1.2274, 1.0166)  -0.001
C (2.1969, -1.4036, -0.0064)  0.027
C (2.2427, 0.4530, -2.3801)  0.007
N (-1.7456, -0.4690, 1.8652)  0.195
N (-0.0130, -0.2491, 0.4971)  0.036
H (-1.0469, 1.6327, -0.4549)  0.124
H (-0.0981, -1.6189, 2.0548)  0.140
H (1.7127, 0.7473, 0.3801)  0.213
H (0.4601, -0.8580, -1.9480)  0.192
H (-4.2007, 0.8128, 1.7664)  0.129
H (-3.9480, 1.3716, 0.1398)  0.058
H (-3.4405, 2.3544, 1.3375)  0.148
H (1.6415, -2.3036, -0.3106)  0.122
H (2.5631, -1.5260, 1.1289)  0.192
H (3.1223, -1.3934, -0.5777)  0.115
H (3.0114, 1.0441, -2.0038)  0.083
H (1.5251, 1.1135, -3.1041)  0.214
H (2.8540, -0.1828, -3.1316)  0.176
H (-2.2524, -0.7977, 2.6803)  0.206

Summary:
Charge: +2
Frontier orbital gap (hartree): 0.27123
ΔE to the lowest compared entry with this formula, charge and spin (kcal/mol): 0.0

Formula: C3H14NO3S
Source: the Open Molecules 2025 dataset
Level of theory: wB97M-V/def2-TZVPD

Last column: Löwdin charge in e.
Geometry (Å):
C (-0.1690, 1.1235, 0.8908)  -0.321
C (0.6114, 2.3855, 0.4934)  -0.819
S (1.7942, 2.0510, -0.7610)  0.234
C (0.7978, 0.0136, 1.4087)  -0.268
N (-0.0901, -1.2541, 1.5624)  -0.045
H (-0.9232, 0.7608, 0.2056)  0.054
H (-0.8661, 1.3758, 1.7407)  0.100
H (1.1162, 2.8696, 1.3476)  0.034
H (-0.0432, 3.2143, 0.2951)  0.027
H (1.1972, 0.2517, 2.4209)  0.100
H (1.6543, -0.1392, 0.7962)  0.030
H (0.4664, -2.1041, 1.3487)  0.067
H (-0.5538, -1.2195, 2.4928)  0.066
H (-0.9622, 0.2592, -1.7215)  0.026
H (-0.4393, 1.6132, -2.2223)  -0.039
O (-1.2440, 1.0714, -2.2478)  -0.141
H (0.7847, -2.5216, -2.4773)  0.013
H (1.5978, -1.6079, -1.6244)  0.017
O (1.6696, -2.4079, -2.1521)  -0.061
H (-2.6085, -1.8187, -1.2678)  0.008
H (-1.7767, -1.6994, 0.1274)  -0.005
O (-2.0134, -2.2173, -0.6562)  -0.075

Summary:
Charge: -1
Frontier orbital gap (hartree): 0.23090
ΔE to the lowest compared entry with this formula, charge and spin (kcal/mol): 37.6

Formula: C5H7NO
Source: the Open Molecules 2025 dataset
Level of theory: wB97M-V/def2-TZVPD

Last column: Löwdin charge in e.
Geometry (Å):
C (-1.0796, 0.0979, 0.3061)  -0.078
N (1.3278, -0.3665, 0.0936)  0.020
C (-0.6586, -0.6782, -0.9187)  -0.347
C (0.2332, 0.6198, 0.7436)  -0.234
C (0.6532, -1.0144, -0.9065)  -0.130
C (0.6161, 1.5826, 1.5609)  0.035
O (-1.6126, -1.0110, -1.8399)  0.024
H (-1.1875, -1.3202, -2.6477)  0.102
H (2.3280, -0.4566, 0.1963)  0.114
H (-1.5581, -0.5370, 1.0561)  0.133
H (-1.7806, 0.8901, 0.0341)  0.130
H (1.1420, -1.7122, -1.5721)  0.117
H (-0.0815, 2.0563, 2.2338)  0.058
H (1.6582, 1.8494, 1.6606)  0.056

Summary:
Charge: 0
Structure (SMILES): C=C1CC(O)=CN1
Frontier orbital gap (hartree): 0.28485
ΔE to the lowest compared entry with this formula, charge and spin (kcal/mol): 55.5

Formula: C2H2N2O
Source: the Open Molecules 2025 dataset
Level of theory: wB97M-V/def2-TZVPD

Last column: Löwdin charge in e.
Geometry (Å):
C (-0.9168, 0.7312, -0.3174)  0.079
C (2.5185, 0.7005, -0.6240)  0.029
N (-0.1173, -0.1126, -0.3496)  -0.265
N (0.4397, -1.2215, -0.1825)  0.046
O (2.5572, 1.8402, -0.6272)  0.061
H (-1.5569, 1.4425, -0.9228)  0.094
H (1.4172, -1.0802, -0.3085)  -0.043

Summary:
Charge: 0
Frontier orbital gap (hartree): 0.35301
ΔE to the lowest compared entry with this formula, charge and spin (kcal/mol): 81.9

Formula: C4H12FN2PS
Source: the Open Molecules 2025 dataset
Level of theory: wB97M-V/def2-TZVPD

Last column: Löwdin charge in e.
Geometry (Å):
C (0.0947, 0.8717, -2.4058)  -0.205
C (0.4881, 1.9176, -0.2410)  -0.097
C (1.2302, -1.3819, 0.7407)  -0.075
C (-0.7538, -1.2049, 2.2877)  -0.165
N (-0.2142, 0.8678, -1.0389)  -0.377
N (-0.1632, -0.7791, 1.0781)  -0.406
F (-2.2402, 0.5052, 0.3190)  -0.228
P (-1.0255, -0.3913, -0.3117)  0.223
S (-1.7096, -1.8534, -1.3760)  0.261
H (-0.4462, 0.0655, -2.9709)  0.051
H (-0.2681, 1.8134, -2.9378)  0.100
H (1.1898, 0.7910, -2.7362)  0.101
H (-0.0404, 2.0808, 0.8100)  0.125
H (1.5789, 1.7786, -0.3058)  0.078
H (0.3591, 2.9142, -0.6568)  0.066
H (1.4202, -0.9953, -0.3234)  0.068
H (1.9177, -0.5652, 1.2920)  0.122
H (1.2657, -2.4833, 0.8897)  0.088
H (-1.7442, -0.6672, 2.4457)  0.101
H (-0.9713, -2.3051, 2.4286)  0.092
H (0.0325, -0.9793, 3.0128)  0.078

Summary:
Charge: 0
Structure (SMILES): CN(C)P(F)(=S)N(C)C
Frontier orbital gap (hartree): 0.34399
ΔE to the lowest compared entry with this formula, charge and spin (kcal/mol): 0.0

Formula: C17H16F5N7O7S3V
Source: the Open Molecules 2025 dataset
Level of theory: wB97M-V/def2-TZVPD

Last column: Mulliken spin population.
Geometry (Å):
V (0.5209, 0.0833, 0.3761)  2.901
C (5.1217, 0.0058, 2.0531)  0.001
C (3.8564, -0.0789, 2.7901)  0.018
N (3.7571, -0.2542, 4.0843)  -0.002
N (2.4125, -0.1838, 4.3216)  0.005
C (1.6566, -0.0880, 3.2434)  0.011
S (0.0148, -0.3437, 2.8011)  0.025
N (2.6006, 0.1172, 2.2222)  -0.012
N (2.3402, 0.4304, 0.9261)  0.013
H (5.6418, -0.9796, 2.1510)  0.001
H (5.7738, 0.7640, 2.4354)  0.000
H (4.9411, 0.2473, 1.0034)  -0.001
H (2.1787, -0.4121, 5.2866)  -0.001
H (2.8711, -1.6075, -2.0903)  0.000
H (3.1342, 0.7347, 0.3839)  0.011
C (-2.7058, 3.7428, -0.5204)  0.001
N (-1.8190, 3.4837, -1.6078)  -0.001
C (-2.0170, 3.7719, -2.9694)  0.000
C (-0.8423, 3.4359, -3.5403)  0.000
N (0.0198, 2.9440, -2.5788)  0.000
C (-0.5527, 2.9693, -1.3412)  0.001
S (0.1361, 2.7243, 0.1990)  0.000
H (-2.7460, 2.9201, 0.2020)  -0.001
H (-3.6674, 3.9774, -0.9225)  0.000
H (-2.4306, 4.6586, 0.0550)  0.001
H (-3.0387, 3.9809, -3.3754)  0.000
H (-0.5638, 3.5595, -4.5567)  0.000
H (0.9323, 2.5537, -2.7540)  0.003
O (2.7170, -1.0049, -2.8879)  0.001
S (2.5272, 0.4841, -2.3118)  0.011
O (2.3092, 1.2963, -3.4866)  -0.002
O (1.2150, 0.4032, -1.5334)  0.005
O (3.6280, 0.8200, -1.4959)  0.002
O (-1.7487, -2.5874, 0.4439)  0.018
C (-0.5385, -2.8253, 0.5195)  -0.011
C (0.0215, -4.2225, 0.9772)  -0.001
C (1.5458, -3.9956, 1.0814)  0.003
C (1.7763, -2.7110, 0.1717)  0.017
O (2.7962, -2.5062, -0.4852)  0.006
N (0.5375, -1.9919, 0.1768)  -0.038
H (-0.1401, -4.8241, 0.0639)  0.001
H (-0.5900, -4.6589, 1.8182)  0.001
H (2.1684, -4.7833, 0.6766)  -0.001
H (1.9720, -3.8393, 2.0855)  0.002
F (-6.3332, -1.7986, -0.5195)  0.000
C (-5.1583, -1.1757, -0.3988)  -0.001
C (-4.5392, -1.0404, 0.8169)  0.005
F (-5.1843, -1.6349, 1.8316)  0.000
C (-3.3525, -0.3863, 0.8680)  0.000
F (-2.8746, -0.1282, 2.1134)  -0.001
C (-2.5997, 0.0355, -0.2661)  -0.032
O (-1.4467, 0.5543, -0.2754)  0.046
C (-3.3537, -0.0604, -1.4845)  -0.006
F (-2.9186, 0.6446, -2.6177)  -0.001
C (-4.6084, -0.6234, -1.5350)  0.000
F (-5.3538, -0.5969, -2.6239)  0.000

Summary:
Charge: -2
<S²>: 3.758
Frontier orbital gap (alpha / beta) (hartree): 0.15904 / 0.23255
2S+1: 4

Computed values of energy (unit: eV) for the preceding records, in sequence: -11483.059, -21806.705, -8833.796, -7130.290, -30165.132, -114435.392.